[1]
Computed, not measured: the ion C4H6N3 with charge +1 at a distorted geometry, with ωB97M-V/def2-TZVPD.

Geometry as XYZ:
```
13
Properties=species:S:1:pos:R:3:forces:R:3
C -1.998 -1.705 0.733 -0.898 -3.067 -2.512
C -2.584 -0.790 1.443 -1.236 0.852 1.143
C 1.257 0.184 -1.014 -1.965 1.467 -0.810
C 0.597 1.492 -0.467 1.522 0.449 -0.064
N -0.859 -1.101 0.300 3.696 3.031 1.376
N -0.219 -0.358 1.161 -1.860 -1.959 -2.668
N 0.821 0.385 0.437 2.550 -1.248 0.819
H -2.355 -2.547 -0.006 0.373 1.523 2.124
H 0.626 -0.554 -1.609 0.788 1.231 1.211
H 2.298 0.322 -1.387 -0.648 -0.525 1.258
H 1.267 2.382 -0.199 -1.013 -1.442 -0.741
H -0.437 1.731 -0.507 -0.737 0.055 -0.731
H 1.585 0.559 1.114 -0.571 -0.368 -0.405
```
Positions in Å, forces in eV/Å.

Properties
Total charge ... +1
Calculated total energy ... -319.71847 hartree
Maximum force ... 4.97 eV Å⁻¹
HOMO level ... -14.93 eV
Relative energy (zero: lowest compared OMol25 entry of this formula, charge and spin) ... 822.2 kJ/mol

=====

[2]
Computed, not measured: a structure of composition C4H6N3 at a distorted geometry, with ωB97M-V/def2-TZVPD.

Geometry as XYZ:
```
13
Properties=species:S:1:pos:R:3:forces:R:3
C -0.160 0.657 -1.606 -1.172 -0.988 -1.810
C 0.132 -0.018 0.326 -0.668 -3.273 -4.074
C -0.726 -0.536 -0.846 -2.288 -1.463 0.946
C 0.589 -0.621 2.094 -0.048 -0.799 3.833
N 0.610 0.959 -0.652 2.259 3.138 4.972
N -0.361 0.287 1.567 0.192 2.329 1.879
N 1.035 -0.991 0.892 -0.963 2.569 -2.160
H -0.379 1.212 -2.561 0.478 -0.710 1.037
H -1.801 -0.498 -0.640 -0.151 1.154 -0.108
H -0.787 -1.666 -0.869 1.253 1.043 -1.529
H 1.077 1.691 -0.005 -0.177 -0.025 -3.170
H -0.689 1.229 1.970 0.784 -2.330 -0.777
H 1.459 -1.704 0.330 0.500 -0.646 0.960
```
Positions in Å, forces in eV/Å.

Properties
Total charge ... +1
Calculated total energy ... -319.81256 hartree
Maximum force ... 6.30 eV Å⁻¹
HOMO level ... -12.77 eV
Relative energy (zero: lowest compared OMol25 entry of this formula, charge and spin) ... 575.2 kJ/mol

=====

[3]
Computed, not measured: the ion C4H6N3O2 with charge +1 at a distorted geometry, with ωB97M-V/def2-TZVPD.

Geometry as XYZ:
```
15
Properties=species:S:1:pos:R:3:forces:R:3
C 2.448 -0.195 -0.098 5.567 -0.878 3.257
C 1.054 -0.281 -0.017 -2.104 -0.142 -0.160
N 0.406 -1.418 -0.006 1.155 0.433 -0.179
N -0.939 -1.189 -0.033 0.574 4.039 0.090
C -1.382 0.026 -0.057 3.931 0.813 0.285
N -2.852 0.308 -0.015 -0.525 -0.853 -0.092
O -3.195 1.451 -0.016 0.449 0.331 0.014
O -3.564 -0.683 0.013 0.855 0.387 -0.025
C 0.239 0.933 -0.004 -5.095 -1.043 -0.185
H 2.884 0.646 -0.618 -0.319 -0.166 -1.204
H 3.003 -1.202 -0.182 -1.071 1.656 -0.527
H 2.998 0.194 0.923 -1.917 -1.013 -1.509
H -1.502 -1.964 -0.043 -2.003 -2.650 0.030
H 0.180 1.597 0.828 0.145 -0.388 1.846
H 0.223 1.778 -0.674 0.359 -0.526 -1.642
```
Positions in Å, forces in eV/Å.

Properties
Total charge ... +1
Calculated total energy ... -470.26670 hartree
Maximum force ... 6.51 eV Å⁻¹
HOMO level ... -15.71 eV
Relative energy (zero: lowest compared OMol25 entry of this formula, charge and spin) ... 782.0 kJ/mol

=====

[4]
Computed, not measured: a structure of composition C4H6N3O3 at a distorted geometry, with ωB97M-V/def2-TZVPD.

Geometry as XYZ:
```
16
Properties=species:S:1:pos:R:3:forces:R:3
C 2.157 0.707 0.751 0.563 -0.282 0.453
C 1.478 -0.413 0.414 -6.180 0.629 -1.456
C -0.426 0.129 0.070 6.502 -0.087 0.133
C -1.401 2.178 -0.628 -3.517 -3.255 0.838
N 2.344 1.731 1.214 0.791 1.709 0.390
N 1.727 -1.647 0.248 0.370 -3.746 0.379
N -1.356 -0.730 0.024 -3.752 1.891 -1.272
O 0.601 -2.472 -0.029 -1.002 0.477 -0.259
O 2.724 -2.312 0.379 1.083 0.830 -0.012
O -0.261 1.354 -0.222 -1.518 -0.688 0.500
H -2.190 2.266 0.220 1.555 -0.230 -1.127
H -1.951 1.635 -1.499 1.303 1.476 1.087
H -0.944 3.081 -0.756 0.689 2.429 -1.079
H -2.373 -0.420 -0.355 2.991 -1.394 1.314
H 0.878 -3.420 -0.006 0.636 0.919 0.141
H -1.006 -1.668 0.175 -0.514 -0.679 -0.030
```
Positions in Å, forces in eV/Å.

Properties
Total charge ... +1
Calculated total energy ... -545.49251 hartree
Maximum force ... 6.50 eV Å⁻¹
HOMO level ... -14.06 eV
Relative energy (zero: lowest compared OMol25 entry of this formula, charge and spin) ... 834.4 kJ/mol

=====

[5]
Computed, not measured: an isolated molecule of C4H6N4 at a distorted geometry, with ωB97M-V/def2-TZVPD.

Geometry as XYZ:
```
14
Properties=species:S:1:pos:R:3:forces:R:3
C -1.686 1.005 0.320 0.237 -0.097 -0.484
C -1.705 -0.283 0.696 1.199 -1.390 0.651
N -0.596 -1.204 0.872 -1.337 -0.264 -0.275
N 0.546 -1.425 0.236 3.191 0.709 -0.139
C 1.485 -0.732 -0.363 0.721 -2.120 1.084
C 1.592 0.659 -0.912 -0.389 2.679 -0.747
N 0.147 0.757 -0.944 -2.317 1.595 -0.127
N -0.384 1.460 -0.038 0.781 -0.255 -0.683
H -2.563 1.691 0.405 1.096 -0.673 -0.077
H -2.527 -0.820 1.126 -0.788 0.490 0.059
H -0.803 -2.122 1.348 -0.390 1.901 -0.899
H 2.395 -1.344 -0.471 -0.539 0.046 -0.374
H 2.005 1.528 -0.298 -0.228 -1.460 -0.091
H 2.094 0.832 -1.978 -1.236 -1.162 2.100
```
Positions in Å, forces in eV/Å.

Properties
Calculated total energy ... -374.85763 hartree
Maximum force ... 3.27 eV Å⁻¹
HOMO level ... -8.31 eV
Relative energy (zero: lowest compared OMol25 entry of this formula, charge and spin) ... 534.9 kJ/mol

=====

[6]
Computed, not measured: a cluster of 2 separate species, C4H6N4 in total at a distorted geometry, with ωB97M-V/def2-TZVPD.

Geometry as XYZ:
```
14
Properties=species:S:1:pos:R:3:forces:R:3
C 0.430 -0.774 -1.175 -0.121 0.311 -1.151
C 0.055 0.717 -0.496 -0.024 -0.359 0.145
C 0.902 1.060 0.652 0.113 -0.217 0.361
C 1.624 0.203 1.366 -0.136 0.125 -0.169
N -1.402 -0.569 0.029 -0.660 0.290 -0.035
N -1.447 -0.753 1.210 0.302 0.205 0.038
N -0.001 -1.501 -2.021 0.367 0.150 0.906
N -0.451 1.615 -1.244 -0.031 -0.527 0.176
H -2.347 -1.192 1.499 0.153 -0.040 -0.187
H -0.941 -1.857 -2.182 -0.032 0.075 0.046
H -1.129 1.268 -1.920 0.110 -0.015 -0.005
H 0.836 2.104 0.935 0.002 -0.033 -0.054
H 1.686 -0.848 1.115 -0.021 -0.001 -0.049
H 2.185 0.530 2.232 -0.022 0.035 -0.022
```
Positions in Å, forces in eV/Å.

Properties
Calculated total energy ... -374.81580 hartree
Maximum force ... 1.20 eV Å⁻¹
HOMO level ... -7.63 eV
Relative energy (zero: lowest compared OMol25 entry of this formula, charge and spin) ... 644.7 kJ/mol

=====

[7]
Computed, not measured: an isolated molecule of C4H6N4 at a distorted geometry, with ωB97M-V/def2-TZVPD.

Geometry as XYZ:
```
14
Properties=species:S:1:pos:R:3:forces:R:3
H -0.419 -2.340 0.671 2.495 0.787 -1.746
N 0.448 -1.891 0.105 -2.393 -0.772 3.470
C 0.429 -0.625 0.312 2.682 0.997 -0.425
C 1.773 0.182 0.262 -2.934 -0.061 1.202
C 1.274 1.438 0.499 5.105 1.376 -1.622
N -0.057 1.587 0.304 -0.199 2.288 1.313
N -0.775 0.425 0.460 2.593 -3.441 -1.263
N -1.594 0.349 -0.746 0.319 -0.558 -0.051
C -1.757 -0.848 -1.097 -1.938 -2.359 0.300
H 2.863 -0.184 0.308 -2.364 0.520 -0.149
H 2.156 2.328 0.509 -3.392 -1.935 0.321
H -0.614 2.300 0.739 0.613 0.803 0.173
H -1.264 -1.702 -0.264 -2.500 2.187 -3.974
H -2.462 -1.019 -2.063 1.911 0.169 2.450
```
Positions in Å, forces in eV/Å.

Properties
Calculated total energy ... -374.80723 hartree
Maximum force ... 5.53 eV Å⁻¹
HOMO level ... -8.17 eV
Relative energy (zero: lowest compared OMol25 entry of this formula, charge and spin) ... 667.2 kJ/mol

=====

[8]
Computed, not measured: an isolated molecule of C4H6N4 at a distorted geometry, with ωB97M-V/def2-TZVPD.

Geometry as XYZ:
```
14
Properties=species:S:1:pos:R:3:forces:R:3
C 1.309 1.101 -0.094 0.417 2.243 2.295
N 2.032 0.056 -0.226 1.922 2.343 -2.092
N 1.346 -0.992 -0.023 -4.959 -1.119 3.686
C -0.043 -0.678 0.268 7.015 -0.436 -0.232
N -1.003 -1.350 -0.037 -4.383 0.995 -1.795
N -1.967 -0.207 -0.063 -2.739 0.645 1.931
C -1.306 1.147 -0.236 2.669 -2.459 0.263
C -0.092 0.709 0.609 1.253 3.090 0.748
H 1.838 2.101 -0.304 -1.368 -1.534 0.708
H 1.499 -1.890 -0.281 1.688 -2.792 -1.226
H -2.504 -0.230 -0.868 -1.632 -1.470 -1.604
H -1.782 2.154 0.062 0.273 -2.152 -0.753
H -0.821 0.966 -1.269 -1.037 1.788 0.804
H -0.294 0.679 1.818 0.881 0.859 -2.734
```
Positions in Å, forces in eV/Å.

Properties
Calculated total energy ... -374.85652 hartree
Maximum force ... 7.03 eV Å⁻¹
HOMO level ... -8.40 eV
Relative energy (zero: lowest compared OMol25 entry of this formula, charge and spin) ... 537.8 kJ/mol

=====

[9]
Computed, not measured: an isolated molecule of C4H6N4 at a distorted geometry, with ωB97M-V/def2-TZVPD.

Geometry as XYZ:
```
14
Properties=species:S:1:pos:R:3:forces:R:3
H 2.734 -0.997 -0.368 -2.383 1.298 0.900
N 1.799 -0.478 -0.086 4.090 -1.816 -0.228
C 0.868 -1.316 0.014 0.337 -0.603 -2.277
N -0.371 -0.753 0.071 -3.059 3.933 1.816
C -1.651 -1.200 0.181 -0.994 -4.621 -0.898
N -2.674 -0.417 -0.046 4.298 0.801 -0.043
N -1.908 0.833 -0.250 -1.956 0.514 1.326
C -0.679 0.672 0.031 2.492 0.824 -1.790
C 0.379 1.824 0.146 0.222 1.620 -0.470
H 0.910 -2.354 -0.390 -0.151 0.381 1.053
H -1.666 -2.316 0.281 -0.799 1.059 0.102
H 0.000 2.949 -0.069 -0.039 -2.829 1.415
H 1.041 1.659 1.047 -1.410 0.586 -0.392
H 1.218 1.893 -0.563 -0.647 -1.146 -0.514
```
Positions in Å, forces in eV/Å.

Properties
Calculated total energy ... -374.94489 hartree
Maximum force ... 5.30 eV Å⁻¹
HOMO level ... -9.92 eV
Relative energy (zero: lowest compared OMol25 entry of this formula, charge and spin) ... 305.8 kJ/mol

=====

[10]
Computed, not measured: an isolated molecule of C4H6N4 at a distorted geometry, with ωB97M-V/def2-TZVPD.

Geometry as XYZ:
```
14
Properties=species:S:1:pos:R:3:forces:R:3
C 0.081 -2.984 -0.682 -5.209 3.181 -0.275
N 0.037 -1.469 -0.554 -0.673 -1.875 -2.011
N 0.654 -1.003 0.380 0.871 1.684 0.194
C 0.504 0.456 0.299 0.171 0.623 3.985
C -0.401 1.142 -0.339 -4.888 2.542 -4.807
N -0.644 2.448 0.107 4.250 -5.400 4.494
C 0.164 2.463 1.258 2.175 -0.966 -1.688
N 0.860 1.343 1.340 0.279 -0.354 0.901
H 0.690 -3.252 -1.476 0.053 -0.296 -2.717
H 0.699 -3.275 0.031 1.828 -1.930 4.356
H -1.105 -3.281 -0.640 3.457 0.144 -0.322
H -1.140 0.938 -1.115 0.709 -0.879 -0.095
H -1.019 3.160 -0.358 -2.038 3.254 -2.166
H 0.620 3.314 1.751 -0.985 0.274 0.150
```
Positions in Å, forces in eV/Å.

Properties
Calculated total energy ... -374.91273 hartree
Maximum force ... 8.21 eV Å⁻¹
HOMO level ... -9.09 eV
Relative energy (zero: lowest compared OMol25 entry of this formula, charge and spin) ... 390.3 kJ/mol

=====

[11]
Computed, not measured: an isolated molecule of C4H6N4 at a distorted geometry, with ωB97M-V/def2-TZVPD.

Geometry as XYZ:
```
14
Properties=species:S:1:pos:R:3:forces:R:3
H -1.853 -0.510 1.821 0.050 0.088 0.425
N -2.356 -0.043 1.069 2.550 0.523 -3.217
C -1.468 0.283 0.162 -2.856 1.217 -0.482
N -0.066 0.233 0.205 -1.859 -1.016 0.529
C 0.590 -0.781 0.822 2.689 -3.214 0.105
N 0.321 -1.436 1.917 -6.688 7.279 -5.794
H 1.001 -1.844 2.305 6.657 -4.948 2.999
C 0.606 0.962 -0.827 0.807 1.996 2.546
C 1.039 0.287 -2.000 -0.295 -0.116 -0.583
N 1.189 -0.036 -3.083 0.522 -0.682 -0.935
H -1.690 0.792 -0.961 -0.551 -1.381 3.331
H 1.410 -1.067 -0.027 -0.674 0.209 2.708
H -0.197 1.654 -1.101 0.892 0.559 -0.405
H 1.475 1.507 -0.301 -1.243 -0.515 -1.227
```
Positions in Å, forces in eV/Å.

Properties
Calculated total energy ... -374.92268 hartree
Maximum force ... 11.46 eV Å⁻¹
HOMO level ... -9.99 eV
Relative energy (zero: lowest compared OMol25 entry of this formula, charge and spin) ... 364.1 kJ/mol

=====

[12]
Computed, not measured: a cluster of 2 separate species, C4H6N4O in total at a distorted geometry, with ωB97M-V/def2-TZVPD.

Geometry as XYZ:
```
15
Properties=species:S:1:pos:R:3:forces:R:3
H -1.555 0.448 -2.150 -0.140 -0.764 2.308
N -1.681 0.545 -1.097 -0.614 -0.068 -0.985
C -1.808 -0.390 -0.253 0.357 -0.436 -3.679
O -2.016 -0.165 1.012 -0.234 -1.272 1.632
C -1.721 -1.844 -0.586 -0.030 2.100 0.513
N -1.569 -2.905 -0.968 0.102 -1.194 -0.296
H -1.926 0.763 1.147 -0.102 1.462 0.056
N 1.608 -1.760 0.728 0.876 0.543 1.330
C 1.363 -0.620 0.379 0.690 -0.289 -1.456
C 1.286 0.594 -0.109 -0.671 -0.194 1.846
N 0.394 1.502 0.499 -0.419 1.590 0.436
H 0.986 -2.499 0.509 -0.864 -0.795 -0.653
H 1.866 0.954 -0.919 0.271 -0.069 -0.740
H 0.741 2.433 0.671 0.475 0.119 -0.422
H -0.009 1.250 1.385 0.304 -0.733 0.110
```
Positions in Å, forces in eV/Å.

Properties
Calculated total energy ... -450.17855 hartree
Maximum force ... 3.72 eV Å⁻¹
HOMO level ... -7.86 eV
Relative energy (zero: lowest compared OMol25 entry of this formula, charge and spin) ... 289.1 kJ/mol

=====

Copy entry 3 word for word.
Computed, not measured: the ion C4H6N3O2 with charge +1 at a distorted geometry, with ωB97M-V/def2-TZVPD.

Geometry as XYZ:
```
15
Properties=species:S:1:pos:R:3:forces:R:3
C 2.448 -0.195 -0.098 5.567 -0.878 3.257
C 1.054 -0.281 -0.017 -2.104 -0.142 -0.160
N 0.406 -1.418 -0.006 1.155 0.433 -0.179
N -0.939 -1.189 -0.033 0.574 4.039 0.090
C -1.382 0.026 -0.057 3.931 0.813 0.285
N -2.852 0.308 -0.015 -0.525 -0.853 -0.092
O -3.195 1.451 -0.016 0.449 0.331 0.014
O -3.564 -0.683 0.013 0.855 0.387 -0.025
C 0.239 0.933 -0.004 -5.095 -1.043 -0.185
H 2.884 0.646 -0.618 -0.319 -0.166 -1.204
H 3.003 -1.202 -0.182 -1.071 1.656 -0.527
H 2.998 0.194 0.923 -1.917 -1.013 -1.509
H -1.502 -1.964 -0.043 -2.003 -2.650 0.030
H 0.180 1.597 0.828 0.145 -0.388 1.846
H 0.223 1.778 -0.674 0.359 -0.526 -1.642
```
Positions in Å, forces in eV/Å.

Properties
Total charge ... +1
Calculated total energy ... -470.26670 hartree
Maximum force ... 6.51 eV Å⁻¹
HOMO level ... -15.71 eV
Relative energy (zero: lowest compared OMol25 entry of this formula, charge and spin) ... 782.0 kJ/mol